No. 1
The following is a quantum chemistry calculation of a structure of composition C2H6AlFO at a distorted geometry, from the OMol25 dataset.

## Properties
Energy relative to the best compared isomer or geometry (same formula, charge and spin) = 82.9 kcal/mol
LUMO = -16.45 eV
Total charge = +2
HOMO-LUMO gap = 3.777 eV

Last column: natural (NBO) charge in e.
Geometry (Å):
Al -1.64932 -1.09055 3.16971  1.444
F -3.64039 -0.80739 1.12256  -0.245
C 0.96278 0.09573 -1.24261  -0.605
C 0.65431 0.55506 0.20789  -0.080
O -0.34794 -0.33437 0.66333  -0.464
H 0.03631 0.10397 -1.82210  0.242
H 1.31966 -0.93827 -1.25382  0.273
H 1.78571 0.63151 -1.72319  0.316
H 0.28087 1.59619 0.14433  0.323
H 1.52894 0.60496 0.85646  0.258
H -0.93093 -0.41685 -0.12255  0.539

***

No. 2
The following is a quantum chemistry calculation of a structure of composition C2H6AsF6N2O6RhS, from the OMol25 dataset.

## Properties
Spin multiplicity = 2
Energy relative to the best compared isomer or geometry (same formula, charge and spin) = 0.0 kcal/mol
LUMO (alpha / beta) = -5.50 / -7.56 eV
Total charge = +1
HOMO-LUMO gap (alpha / beta) = 8.876 / 6.818 eV

Last column: Mulliken spin population.
Geometry (Å):
Rh 1.23975 -0.57058 -0.41477  0.002
C -3.63002 -0.16714 0.35098  0.007
O -2.26598 -0.64931 0.58004  0.028
C -1.32187 0.08411 1.00494  -0.008
O -0.14864 -0.26757 1.10003  0.027
N -1.63923 1.36306 1.54814  0.356
N -0.65492 2.18532 1.77140  0.614
H -4.14269 -1.01649 -0.08247  0.000
H -3.58728 0.65917 -0.35535  -0.003
H -4.08052 0.08694 1.30957  -0.001
H -2.57513 1.74479 1.47269  -0.021
H 0.26932 1.87645 1.46708  -0.013
H -0.86347 3.16944 1.89711  -0.013
F 2.75589 -0.89866 -1.66014  0.000
As 3.60132 -2.14005 -0.49668  0.000
F 5.03117 -1.29021 -0.69454  0.000
F 3.79417 -3.20119 -1.77604  0.000
F 4.07444 -3.15161 0.74960  0.000
F 1.85446 -2.62532 -0.32450  0.000
F 3.01564 -0.87630 0.70590  0.000
O 0.13404 1.77194 -2.97449  0.004
S -0.20290 1.22194 -1.72175  -0.007
O 0.96864 1.34422 -0.67353  0.006
O -0.20562 -0.33833 -1.70142  0.001
O -1.42058 1.68538 -1.08182  0.018

***

No. 3
The following is a quantum chemistry calculation of a structure of composition C2H6BF4KO at a distorted geometry, from the OMol25 dataset.

## Properties
Energy relative to the best compared isomer or geometry (same formula, charge and spin) = 0.0 kcal/mol
LUMO = -0.96 eV
HOMO-LUMO gap = 9.888 eV

Last column: natural (NBO) charge in e.
Geometry (Å):
K -0.52321 -2.12238 0.90257  0.989
B 1.93762 -0.08100 2.76793  1.350
F 1.33923 -0.32399 1.50434  -0.621
F 1.95946 -1.35959 3.42616  -0.596
F 3.21614 0.42295 2.63951  -0.554
F 1.10661 0.76852 3.53107  -0.572
C -0.18615 0.85537 -1.67101  -0.636
C -1.37669 -0.09266 -1.88865  -0.077
O -1.95875 -0.48897 -0.64257  -0.772
H 0.59273 0.44828 -1.02433  0.229
H -0.53824 1.77844 -1.20493  0.216
H 0.28836 1.10511 -2.62000  0.218
H -0.88431 -0.95019 -2.36551  0.155
H -2.07328 0.36951 -2.58380  0.182
H -2.89951 -0.32941 -0.77080  0.489

***

No. 4
The following is a quantum chemistry calculation of a cluster of 2 separate species, C2H6BO8S in total, from the OMol25 dataset.

## Properties
LUMO = 2.70 eV
Total charge = -1
HOMO-LUMO gap = 7.447 eV

Last column: natural (NBO) charge in e.
Geometry (Å):
O 2.07777 1.47244 0.02531  -0.949
S 1.08687 0.58363 -0.55999  1.819
O 1.92807 -0.31236 -1.65319  -0.917
O 0.28195 1.50986 -1.62917  -0.712
C -0.98049 0.87417 -2.01120  -0.412
B -1.40853 -0.23609 -0.92120  1.032
O -1.16043 -1.57508 -1.11267  -0.878
O -2.00293 0.22943 0.19701  -0.908
H 2.78212 0.13463 -1.76108  0.488
H -1.71682 1.67896 -2.03510  0.208
H -0.88120 0.47048 -3.02531  0.173
H -0.65533 -1.76015 -1.90725  0.484
H -1.83156 -0.33056 0.97844  0.547
C 0.14769 -0.83506 3.13825  0.961
O -0.16110 -0.64258 1.93397  -0.873
O 1.29792 -0.11410 3.55946  -0.777
O -0.37222 -1.53500 4.00283  -0.755
H 1.56822 0.38739 2.78089  0.469

***

No. 5
The following is a quantum chemistry calculation of a structure of composition C2H6Br2N at a distorted geometry, from the OMol25 dataset.

## Properties
Spin multiplicity = 3
Energy relative to the best compared isomer or geometry (same formula, charge and spin) = 50.8 kcal/mol
LUMO (alpha / beta) = -3.78 / -7.89 eV
Total charge = +1
HOMO-LUMO gap (alpha / beta) = 8.186 / 7.405 eV

Last column: Mulliken spin population.
Geometry (Å):
C 0.32864 -0.35089 0.44505  0.098
C -0.60117 0.15403 -1.79310  0.661
N -0.91229 0.07527 -0.30335  -0.030
Br -2.10022 1.08305 -2.48177  0.181
Br -0.06359 -1.43109 -2.62995  0.205
H 0.51834 -1.41094 0.08062  0.013
H 1.14071 0.50074 0.34138  -0.070
H -0.12226 -0.33633 1.42013  0.006
H 0.92409 1.06744 -1.57765  0.915
H -1.11838 0.93281 0.10573  0.004
H -1.65739 -0.59642 0.05445  0.016

***

No. 6
The following is a quantum chemistry calculation of a structure of composition C2H6BrCl5HfN2O24 at a distorted geometry, from the OMol25 dataset.

## Properties
Energy relative to the best compared isomer or geometry (same formula, charge and spin) = 538.2 kcal/mol
LUMO = -4.04 eV
Total charge = -2
HOMO-LUMO gap = 1.568 eV

Last column: natural (NBO) charge in e.
Geometry (Å):
Hf -0.75820 1.03488 -0.48775  1.513
Cl 4.95341 1.56337 -1.72309  2.546
O 5.33650 0.91784 -2.95871  -0.793
O 5.48379 2.85911 -1.55895  -0.805
O 3.51864 1.64746 -1.68939  -0.788
O 5.21997 0.72597 -0.58749  -0.760
Cl -4.16543 -3.68314 -1.12065  2.555
O -3.36795 -2.49006 -1.05657  -0.808
O -5.01239 -3.57471 -2.26174  -0.768
O -3.25501 -4.77537 -1.11123  -0.777
O -4.99164 -3.72073 0.04694  -0.788
Cl -0.97374 0.08865 -6.29313  2.529
O -1.49161 -1.27568 -6.49036  -0.765
O 0.44315 -0.00324 -6.46971  -0.777
O -1.49057 1.00503 -7.26766  -0.819
O -1.34084 0.60626 -5.01118  -0.843
Cl -4.82171 2.70944 3.58149  2.563
O -3.99844 1.97193 2.62926  -0.773
O -5.17286 3.90436 2.89897  -0.791
O -5.96387 1.93466 3.71364  -0.794
O -4.21087 2.91313 4.86592  -0.815
Cl 0.41586 -2.17108 4.26019  2.572
O -0.99640 -2.19957 4.39466  -0.738
O 0.60771 -1.66837 2.89340  -0.766
O 1.04478 -1.24341 5.07091  -0.799
O 0.99727 -3.45517 4.30666  -0.797
Br -1.10871 5.21908 -1.50040  -0.509
C 2.20849 -4.60994 -3.76052  -0.496
N 1.88787 -3.94727 -2.46776  0.525
O 2.11205 -4.63964 -1.46165  -0.381
O 1.37091 -2.84090 -2.41586  -0.371
H 2.63330 -3.88579 -4.45568  0.239
H 1.23014 -4.75206 -4.21958  0.249
H 2.90341 -5.44516 -3.67335  0.235
C 1.30719 4.75167 5.04210  -0.486
N 1.76683 4.07567 3.82151  0.522
O 1.02340 3.42961 3.09761  -0.388
O 2.91095 4.21152 3.45928  -0.369
H 2.15511 4.97351 5.69012  0.229
H 0.61169 4.11013 5.58321  0.247
H 0.97780 5.72799 4.68654  0.243